The following is a quantum chemistry calculation of a 2-piece molecular cluster, C3H7NO2 overall in a non-equilibrium geometry, from the OMol25 dataset.

Geometry (Å):
C 1.019 -0.484 0.400
C 1.746 0.741 0.124
C -2.280 0.852 -0.080
N 0.353 -0.968 -0.524
O -0.197 -2.220 -0.199
O -1.236 0.882 -0.675
H 1.064 -0.982 1.388
H 2.388 1.045 0.995
H 2.288 0.703 -0.820
H 0.932 1.474 -0.052
H -2.356 1.314 0.966
H -0.587 -2.644 -0.977
H -3.134 0.288 -0.546

Output
structure (SMILES)	C/C=N/O.C=O
max |F|	3.093	eV/Å
HOMO-LUMO gap	10.2360	eV
relative energy (zero: lowest compared OMol25 entry of this formula, charge and spin)	98.4	kcal/mol

Here are the Löwdin charges for atoms 1 to 4, given in e: C -0.27; C -0.09; C -0.13; N -0.04